No. 1
185
Properties=species:S:1:pos:R:3:forces:R:3 method="wB97M-V/def2-TZVPD" smiles=COC[C@H](C)N.COCCNCCOC.COCCNCCOC.COCCNCCOC.COCCNCCOC.CC(C)O.CC(C)O.CC(C)O.CC(C)O.CC(C)O.CC(C)O homo_ev=-8.7 fmax_ev_per_a=3.1 total_charge=0 orbital_gap_ev=8.9 relative_energy_kcal_mol=123.1
C -9.37915 -27.04290 -0.15450 -0.59 0.50 0.42
O -10.42140 -26.31553 -0.86817 1.32 -0.28 1.87
C -10.40143 -26.59901 -2.22156 -0.06 -1.05 0.03
C -11.50040 -25.92509 -2.97441 -0.18 1.03 -0.22
C -12.93033 -26.40285 -2.76903 0.03 -0.13 -0.23
N -11.15193 -26.04081 -4.37435 -0.16 -0.37 -1.13
H -9.25409 -26.61184 0.83880 -0.35 0.31 -0.09
H -8.37858 -27.02141 -0.58639 -0.12 0.33 -0.68
H -9.60664 -28.09265 0.03098 -0.45 -0.16 -0.41
H -9.44282 -26.31044 -2.65272 0.28 0.06 -0.13
H -10.52233 -27.67744 -2.32385 0.13 -0.38 -0.44
H -11.49642 -24.86294 -2.72961 0.10 0.25 0.57
H -13.35710 -26.05511 -1.82827 0.09 -0.12 0.01
H -13.04487 -27.48182 -2.87287 0.22 -0.12 0.21
H -13.51556 -25.99209 -3.59176 -0.18 0.19 0.09
H -11.63815 -25.33440 -4.90790 -0.20 -0.07 -0.15
H -10.17325 -25.88671 -4.57068 0.15 0.01 0.25
C -11.22711 -29.23978 -12.64210 -0.80 -0.57 0.20
O -11.24676 -30.06683 -11.48161 0.20 0.13 -1.26
C -10.23073 -29.77100 -10.57087 -0.61 -0.95 1.17
C -10.28533 -30.91534 -9.48835 0.07 1.30 -0.55
N -11.36063 -30.72927 -8.54429 -1.47 -0.39 1.09
C -11.39041 -31.71597 -7.41029 1.51 0.01 -1.54
C -11.87726 -33.06442 -7.90743 -0.55 -0.59 0.25
O -11.84516 -33.99398 -6.83855 -0.20 -0.03 0.75
C -12.52792 -35.22233 -7.10885 0.36 1.35 0.00
H -10.32683 -29.29171 -13.25441 0.35 -0.37 0.20
H -11.38893 -28.18452 -12.42227 -0.15 0.14 0.28
H -12.06364 -29.63059 -13.22140 0.06 0.33 -0.23
H -10.47565 -28.78251 -10.18226 0.41 0.23 0.59
H -9.25081 -29.73976 -11.04720 0.20 -0.09 -0.07
H -9.34496 -30.96400 -8.93933 0.55 -0.18 -0.21
H -10.45655 -31.81871 -10.07378 0.21 -0.14 0.16
H -11.38675 -29.78650 -8.18291 0.13 0.00 0.00
H -11.89400 -31.40605 -6.49462 -0.41 0.29 -0.47
H -10.35001 -31.88235 -7.13103 0.34 -0.06 0.47
H -11.26005 -33.51071 -8.68715 0.30 0.44 -0.39
H -12.87672 -32.96468 -8.33079 -0.34 0.04 0.06
H -12.22168 -35.94369 -6.35124 0.16 -0.05 -0.32
H -12.26957 -35.47964 -8.13605 -0.13 -0.73 0.02
H -13.60214 -35.06373 -7.01409 -0.20 -0.09 -0.17
C -11.58435 -22.04953 -9.39479 0.74 -0.59 -0.40
O -11.00390 -22.13648 -8.11190 1.31 1.10 0.92
C -9.74979 -21.36143 -7.98007 -0.46 -0.01 -1.35
C -8.51435 -21.78521 -8.81763 -0.89 -0.25 -0.25
N -7.78450 -22.82041 -8.17455 0.72 -0.40 0.16
C -6.45930 -23.04081 -8.72728 -0.67 -1.87 0.72
C -5.83070 -24.07953 -7.74906 0.22 1.04 -0.89
O -5.71050 -23.40312 -6.50990 0.44 0.52 0.48
C -5.43806 -24.25920 -5.42418 -0.61 -0.98 -0.17
H -11.62646 -21.05657 -9.84242 0.30 0.38 0.25
H -12.61084 -22.41543 -9.41843 0.13 -0.22 0.53
H -10.95924 -22.69430 -10.01251 -0.32 0.03 -0.69
H -9.41055 -21.32866 -6.94472 -0.57 -0.36 0.16
H -9.96711 -20.33375 -8.27118 -0.25 0.17 0.03
H -7.86557 -20.94603 -9.06852 -0.03 0.80 0.45
H -8.75798 -22.14952 -9.81565 -0.57 -0.09 -0.13
H -7.63683 -22.66025 -7.18832 -0.27 0.31 0.15
H -5.83449 -22.16035 -8.87728 0.17 0.36 0.51
H -6.55839 -23.46313 -9.72725 -0.01 -0.35 -0.07
H -4.88818 -24.40263 -8.19108 0.53 -0.02 0.42
H -6.43586 -24.97329 -7.59718 -0.40 0.05 -0.31
H -4.46365 -24.73676 -5.52695 0.11 -0.04 0.07
H -6.22132 -25.01707 -5.40858 0.06 -0.62 -0.18
H -5.55191 -23.85262 -4.41928 0.33 1.01 -0.40
C -21.60928 -17.50567 -10.01340 0.40 -0.44 0.09
O -20.70173 -18.10596 -9.09471 0.46 0.58 0.13
C -19.90236 -17.12644 -8.41658 -0.78 0.45 -0.40
C -18.83286 -17.73609 -7.59629 -0.56 -1.00 0.96
N -19.43898 -18.35261 -6.40268 0.69 0.01 0.17
C -18.45062 -19.17593 -5.68089 -0.35 -0.01 -0.67
C -18.75347 -19.39745 -4.23798 -0.29 0.55 0.62
O -19.86401 -20.21971 -3.99712 -0.21 -0.26 0.88
C -20.14958 -20.27990 -2.59334 0.14 -0.89 -0.37
H -22.49591 -17.08976 -9.53485 -0.14 -0.16 0.23
H -21.87059 -18.30040 -10.71213 -0.24 0.17 0.02
H -21.14511 -16.68608 -10.56197 0.24 0.02 -0.13
H -20.54238 -16.56128 -7.73903 -0.17 0.37 -0.07
H -19.42648 -16.46155 -9.13738 -0.17 0.19 -0.29
H -18.14896 -16.97406 -7.22256 0.19 0.02 -0.38
H -18.34424 -18.47779 -8.22814 0.59 -0.08 -0.04
H -20.18351 -18.94941 -6.73377 -0.20 -0.15 0.14
H -17.49208 -18.65757 -5.65645 0.08 0.15 -0.33
H -18.31638 -20.11075 -6.22516 0.29 -0.34 0.12
H -18.94664 -18.41337 -3.81095 -0.11 0.36 0.14
H -17.87757 -19.76707 -3.70480 0.28 -0.37 -0.06
H -20.91173 -21.04344 -2.43763 -0.57 0.55 -0.27
H -20.37056 -19.30834 -2.15137 -0.39 0.10 -0.22
H -19.35350 -20.71001 -1.98557 0.83 0.16 -0.29
C -10.76943 -21.82007 7.17330 0.13 1.56 -0.57
O -10.01965 -20.75691 7.78089 0.45 -0.77 0.52
C -8.74179 -21.19160 8.24462 -0.29 -0.50 1.17
C -8.08135 -20.14154 9.11233 -0.53 0.33 0.25
N -8.74405 -19.96805 10.45844 0.63 0.37 -1.64
C -8.56364 -18.59739 10.96836 1.19 -0.02 1.37
C -7.02818 -18.09234 11.06179 -1.93 -0.61 -1.44
O -6.91003 -16.80516 11.60456 0.00 -0.22 1.25
C -7.07941 -16.82834 13.04728 0.29 -0.06 -1.01
H -11.09157 -22.64864 7.80402 0.31 0.13 0.42
H -10.20683 -22.18313 6.31320 -0.02 -0.32 -0.07
H -11.63770 -21.27288 6.80612 -0.21 -0.45 -0.11
H -8.08817 -21.50424 7.43029 0.02 0.16 -0.27
H -8.86303 -22.04259 8.91486 -0.23 -0.54 -0.11
H -8.11739 -19.25205 8.48336 0.18 0.63 0.25
H -7.04208 -20.40736 9.30564 0.02 -0.05 -0.24
H -9.73124 -19.96739 10.24500 -0.35 -0.53 0.04
H -8.94556 -18.63300 11.98863 0.06 -0.03 0.22
H -9.26384 -17.91284 10.48960 0.62 0.56 -0.57
H -6.65942 -18.05391 10.03678 0.08 0.31 -0.03
H -6.40408 -18.84588 11.54218 -0.12 -0.08 0.53
H -7.96571 -17.41914 13.27864 -0.15 0.45 0.33
H -7.09961 -15.79457 13.39226 -0.42 -0.13 -0.11
H -6.23679 -17.30135 13.55160 0.27 -0.20 -0.18
C -10.60406 -18.55213 -0.29993 1.23 -0.53 0.83
C -9.69450 -18.76424 0.97872 -0.36 2.13 -0.91
C -8.55056 -19.69113 0.75455 -0.20 -2.23 0.71
O -9.12964 -17.47695 1.31694 -0.27 0.49 -0.50
H -11.28648 -19.39856 -0.37710 -0.26 0.21 0.05
H -9.97500 -18.59815 -1.18889 0.17 0.03 -0.01
H -11.10381 -17.58419 -0.33813 -0.15 -0.20 0.43
H -10.29108 -18.99358 1.86167 -0.25 -0.79 -0.26
H -7.76556 -19.40478 0.05463 -0.28 0.38 0.12
H -8.89565 -20.69227 0.49623 -0.35 -0.06 -0.79
H -8.15093 -20.00018 1.72039 0.68 0.70 0.26
H -8.50248 -17.58485 2.03571 0.03 -0.14 0.05
C -18.89529 -29.22112 -9.93100 -0.16 0.27 0.13
C -17.43241 -29.07796 -9.59275 0.43 2.19 -2.08
C -16.83066 -27.67674 -9.85278 -0.69 0.58 -1.57
O -17.13908 -29.29425 -8.27345 0.02 -1.34 1.86
H -19.54488 -28.55353 -9.36492 0.03 -0.39 0.68
H -19.10352 -30.28544 -9.82159 -0.67 0.18 0.16
H -19.14196 -28.90314 -10.94399 0.55 -0.33 -0.30
H -16.92203 -29.80216 -10.22769 0.29 -0.15 -0.17
H -17.18792 -26.91622 -9.15847 0.11 -0.37 0.50
H -17.12974 -27.24497 -10.80789 -0.18 -0.26 -0.42
H -15.74357 -27.65412 -9.92917 0.12 -0.27 0.51
H -16.17996 -29.25436 -8.28322 0.16 -0.11 0.73
C -3.83657 -32.24027 -3.68724 -0.52 -0.31 0.20
C -3.78320 -32.36703 -2.12903 0.57 -0.93 -1.19
C -3.11229 -33.65147 -1.60173 -0.15 0.01 -0.17
O -3.05073 -31.27941 -1.61447 -0.42 0.70 0.51
H -2.93009 -32.60003 -4.17404 0.23 0.08 0.17
H -4.04360 -31.22701 -4.03153 0.35 0.29 0.46
H -4.65596 -32.77364 -4.16914 -0.07 -0.55 0.37
H -4.79261 -32.38269 -1.71800 0.00 0.64 -0.01
H -3.35734 -33.77691 -0.54706 -0.08 -0.01 -0.01
H -2.02626 -33.56627 -1.63892 0.08 0.04 -0.25
H -3.40191 -34.55664 -2.13547 -0.12 0.03 -0.05
H -2.19478 -31.28148 -2.04915 0.11 0.01 -0.03
C -14.27194 -30.47871 3.30171 -0.35 -0.53 -1.13
C -15.27420 -30.93275 2.14240 1.29 -0.13 1.27
C -14.63425 -31.73091 0.99061 0.62 0.81 0.27
O -16.21038 -31.81721 2.70305 -0.80 -0.38 0.12
H -13.52988 -31.27016 3.40686 0.19 0.17 0.14
H -14.75465 -30.34762 4.27016 -0.43 -0.24 -0.09
H -13.80338 -29.51088 3.12312 0.22 -0.15 -0.42
H -15.73942 -30.01920 1.77212 -0.24 -0.02 -0.29
H -15.27754 -31.72724 0.11069 0.12 0.08 0.01
H -14.36528 -32.76449 1.20842 -0.49 -0.02 0.56
H -13.66165 -31.28695 0.77839 -0.09 0.33 -0.48
H -16.61050 -31.42100 3.48055 -0.05 0.09 0.03
C -22.44423 -29.60817 -3.81366 0.93 0.93 0.79
C -21.42026 -28.50478 -3.31903 0.58 -2.47 1.69
C -20.26687 -29.12807 -2.46181 -0.92 -0.21 -0.10
O -20.74550 -27.79887 -4.29252 -0.70 1.46 -1.35
H -22.53216 -30.32570 -2.99786 0.15 -0.30 -0.11
H -22.08728 -30.08978 -4.72401 -0.23 -0.01 0.02
H -23.44717 -29.18839 -3.89103 0.12 0.09 -0.59
H -22.01294 -27.90020 -2.63250 0.23 0.85 -0.40
H -19.76438 -29.86412 -3.08939 0.12 -0.23 0.06
H -20.62160 -29.61800 -1.55503 -0.03 -0.11 -0.04
H -19.53122 -28.37823 -2.17087 -0.16 0.17 -0.07
H -19.92240 -28.23386 -4.52680 -0.08 -0.17 0.08
C -2.90796 -25.89908 4.73554 1.71 0.35 0.85
C -2.98444 -26.22196 6.23827 -1.10 0.34 0.02
C -2.07015 -27.35579 6.72545 0.47 0.34 -0.06
O -2.74357 -24.99871 6.99317 0.34 -0.63 -0.68
H -3.46199 -24.99095 4.49796 -0.47 -0.42 -0.04
H -3.08291 -26.76135 4.09212 -0.48 0.14 0.15
H -1.87325 -25.61199 4.54827 0.28 0.01 -0.19
H -4.04873 -26.40150 6.39041 -0.10 -0.73 0.34
H -2.12009 -27.60973 7.78428 -0.61 0.32 0.16
H -1.04354 -27.00393 6.62367 0.15 -0.02 -0.33
H -2.15827 -28.31296 6.21148 -0.22 0.20 -0.36
H -3.03430 -25.19105 7.88764 0.05 0.11 0.13

=====

No. 2
14
Properties=species:S:1:pos:R:3:forces:R:3 method="wB97M-V/def2-TZVPD" homo_ev=-9.6 fmax_ev_per_a=1.5 total_charge=0 orbital_gap_ev=10.6 relative_energy_kcal_mol=121.2
C -1.67870 -0.79903 -0.24490 -0.10 -0.47 -0.10
N -1.75002 0.65848 -0.07334 -0.04 0.05 0.23
C -0.47096 0.01145 -0.10183 0.05 -0.39 0.00
C 0.64881 0.10601 0.91625 -0.06 -0.27 0.39
C 1.73338 -0.24442 -0.11564 0.24 -0.22 0.09
C 0.69502 0.55897 -0.86407 0.12 0.71 0.21
O 0.82249 1.49587 0.50500 -0.45 0.18 -1.40
H -1.90820 -1.42834 0.61271 -0.08 -0.02 -0.16
H -2.01623 -1.17076 -1.20664 0.00 0.01 0.08
H -2.00936 0.95601 0.86290 -0.05 -0.16 -0.06
H 0.62375 -0.21679 1.95970 0.05 0.59 0.04
H 2.06767 -1.23483 -0.42924 -0.41 -0.07 0.06
H 2.52694 0.46713 0.11159 0.64 -0.71 -0.17
H 0.71541 0.84025 -1.93248 0.07 0.77 0.80

=====

No. 3
116
Properties=species:S:1:pos:R:3:forces:R:3 method="wB97M-V/def2-TZVPD" homo_ev=-11.5 fmax_ev_per_a=6.0 total_charge=+4 orbital_gap_ev=4.4 relative_energy_kcal_mol=145.8
C -5.69173 -1.29166 -4.55292 -1.66 1.99 -0.54
C -4.76723 -1.90888 -5.60736 -1.22 0.52 0.40
C -4.23176 -0.86815 -6.60998 -0.28 -2.08 -1.62
O -3.28376 -0.11641 -6.12248 4.59 2.85 2.63
C -2.46586 0.66994 -7.04290 -0.26 0.23 1.10
N -3.68554 -2.66463 -4.85070 -0.43 -0.08 -0.13
H -3.14063 -3.30166 -5.41404 0.87 0.41 -0.58
H -3.16950 -2.01743 -4.27196 1.09 0.70 -0.43
H -4.00486 -3.29025 -4.12495 -1.28 -0.32 0.17
H -5.81604 -1.51672 -3.49367 0.94 -0.87 -0.11
H -6.73473 -1.22133 -4.86163 -0.19 -1.09 -0.56
H -5.60833 -0.20527 -4.58291 1.06 0.22 0.32
H -5.25662 -2.56383 -6.32822 -0.24 -0.71 0.80
H -4.99125 -0.20417 -7.02278 -0.99 -0.76 -0.23
H -3.71092 -1.44374 -7.37518 -0.85 -0.55 -0.97
H -3.12278 1.46170 -7.40301 0.38 0.02 -0.45
H -1.88096 0.16103 -7.80907 -0.99 -0.81 -0.43
H -1.62634 1.07680 -6.47918 -0.56 0.32 0.58
C 3.40569 -7.51055 -0.16133 0.79 1.01 0.24
C 3.60571 -7.76499 1.36096 -0.04 -0.54 -1.09
C 4.95057 -7.17999 1.92284 -0.94 -0.05 -0.86
O 4.92317 -7.01012 3.29177 -1.07 -0.35 1.57
C 4.76354 -8.24432 4.06758 1.48 0.20 -0.62
N 2.37855 -7.09214 2.02916 2.08 -0.33 0.56
H 2.51684 -6.09695 1.92646 -0.77 0.61 -0.99
H 1.53749 -7.52930 1.68042 -0.49 0.51 -0.28
H 2.39876 -7.13308 3.03813 0.13 -0.82 0.68
H 4.29473 -7.72765 -0.75343 0.16 -0.33 0.34
H 3.31142 -6.42940 -0.26298 -0.04 0.27 -0.10
H 2.57273 -7.91222 -0.73834 -0.20 -0.55 0.75
H 3.53981 -8.82689 1.59788 -0.16 0.07 0.09
H 5.11378 -6.21035 1.45246 -0.08 0.29 0.21
H 5.80562 -7.77527 1.60246 -0.18 -0.55 -0.15
H 3.82416 -8.78106 3.93509 -0.25 0.30 -0.11
H 4.95818 -8.06032 5.12416 -0.31 0.47 -0.21
H 5.57377 -8.90011 3.74887 -0.07 -0.32 -0.05
C -5.14986 -2.26536 5.93627 -0.38 -0.72 -1.38
C -5.10749 -2.16904 4.35625 -0.94 1.30 0.62
C -6.21800 -2.80719 3.46804 0.60 -0.47 2.26
O -7.50153 -2.23033 3.64034 1.74 1.03 0.73
C -8.47070 -2.86659 2.85406 -0.25 -0.98 -0.52
N -5.23188 -0.69961 4.09533 1.79 0.99 1.29
H -4.64360 -0.33156 3.36147 -0.99 -0.06 -1.71
H -6.18163 -0.38815 4.24052 -0.71 0.30 -0.95
H -4.70719 -0.19893 4.79827 0.00 0.12 1.29
H -4.93845 -3.28863 6.24668 0.17 0.11 0.03
H -6.12740 -2.01885 6.35071 -0.11 0.10 -0.25
H -4.42029 -1.57560 6.36060 0.16 -0.20 0.01
H -4.12491 -2.42078 3.95718 -0.12 -0.43 0.16
H -6.20010 -3.76292 3.99183 -0.41 -0.94 -1.03
H -5.83300 -2.82029 2.44838 -0.40 -0.21 -0.21
H -9.47637 -2.74698 3.25709 0.25 0.42 0.09
H -8.25534 -3.93490 2.87427 -0.20 -0.21 -0.21
H -8.40453 -2.50795 1.82689 -0.22 0.00 -0.11
C 5.02162 -0.54832 6.59572 0.54 -1.34 -1.34
C 3.63135 -0.05765 6.39142 -0.86 -1.17 0.72
C 3.25707 0.79681 7.58848 -0.66 0.44 -0.29
O 1.92789 1.09547 7.38047 -1.46 0.56 -0.62
C 1.29449 2.00954 8.28558 -0.48 -0.38 -0.08
N 3.49368 0.66935 5.08673 0.95 1.28 0.76
H 3.30961 0.19331 4.21518 -0.15 -0.84 0.01
H 2.77997 1.37426 5.20426 -0.52 0.72 0.01
H 4.41166 1.08383 5.01167 0.17 0.90 -0.67
H 5.67249 0.23417 6.98584 0.04 -0.36 0.36
H 5.44377 -0.91030 5.65824 0.21 0.37 -0.43
H 5.01667 -1.51410 7.10100 0.10 0.53 0.93
H 2.84609 -0.80508 6.27821 0.35 -0.45 0.55
H 3.85156 1.70460 7.69137 0.41 0.19 -0.18
H 3.37617 0.23297 8.51368 0.34 -0.36 0.01
H 0.21887 1.97698 8.11214 0.10 -0.26 -0.27
H 1.56921 3.04515 8.08524 0.50 -0.07 0.36
H 1.43661 1.63604 9.29967 0.31 0.51 0.17
C -3.92464 6.30802 -3.98169 0.51 -1.37 0.66
C -3.03259 6.16547 -2.64936 -0.46 1.36 -1.45
C -1.88436 7.24836 -2.57939 0.15 -0.26 0.89
O -1.97868 8.32106 -3.49625 -0.61 -1.84 0.23
C -0.82794 8.60525 -4.26303 0.73 0.93 0.09
N -3.92867 6.23383 -1.40157 -0.94 0.60 -0.69
H -4.69429 5.57512 -1.39590 -0.02 -0.98 -0.30
H -3.53533 6.20014 -0.47193 0.97 -0.12 0.30
H -4.46889 7.08682 -1.42740 0.11 1.00 -0.08
H -4.31247 5.31122 -4.19163 -0.05 -0.19 0.05
H -3.30363 6.53627 -4.84791 0.25 0.22 0.38
H -4.81140 6.93695 -4.06060 0.36 0.56 0.78
H -2.61724 5.15773 -2.64191 0.03 0.19 0.10
H -0.95163 6.68818 -2.51378 0.38 -0.09 -1.38
H -1.75518 7.64677 -1.57306 -0.97 0.45 0.45
H -1.12999 9.38183 -4.96574 0.13 0.07 0.21
H -0.33624 7.82944 -4.84994 -0.65 -0.76 0.09
H -0.05395 8.96898 -3.58721 0.11 0.37 -0.09
C 6.18213 0.03318 -3.73477 -0.28 1.10 -0.74
C 6.44686 1.49666 -4.22481 -0.75 -1.03 0.54
C 5.86433 1.91732 -5.65023 0.25 -0.35 1.34
O 5.87814 3.29991 -5.82104 0.90 -0.28 1.49
C 5.50283 3.73613 -7.11093 -1.08 0.71 0.68
N 5.89666 2.48812 -3.10361 1.01 1.34 -1.71
H 6.41113 2.81183 -2.29700 0.83 -1.41 0.92
H 5.96975 3.39367 -3.54489 -0.43 0.78 -1.31
H 4.92150 2.44735 -2.84381 -0.49 -0.84 -0.04
H 6.50642 -0.56303 -4.58769 -0.03 -0.45 0.31
H 5.14878 -0.20085 -3.47885 -0.16 0.19 -0.36
H 6.75860 -0.19349 -2.83788 0.31 0.07 -0.26
H 7.53304 1.49478 -4.31603 0.01 1.16 0.63
H 4.85537 1.51129 -5.72251 -0.22 -0.12 -0.30
H 6.53292 1.49242 -6.39893 -0.09 -0.60 0.04
H 4.43454 3.52584 -7.16218 -0.12 -0.17 -0.78
H 6.07431 3.30150 -7.93105 0.08 0.04 0.13
H 5.58016 4.81972 -7.02168 0.29 -0.09 -0.60
N 0.30860 -0.55158 -0.48956 -0.91 -1.10 0.82
O 1.01248 -1.43227 -0.03053 2.44 -1.93 0.96
O -0.87980 -0.78661 -0.59623 -3.40 -0.50 -0.70
O 0.73392 0.52528 -0.77576 1.87 3.36 -1.14
N -0.97574 5.36915 4.06534 -0.51 0.77 -1.07
O -2.13585 5.45052 4.41192 -2.64 0.76 1.56
O -0.21269 6.32163 4.13828 1.21 0.98 0.52
O -0.65348 4.33610 3.50439 1.93 -2.84 -1.20